No. 1
Below is a structure of composition C44H41FN6O3PSTl, with properties calculated with ωB97M-V/def2-TZVPD.

Cartesian coordinates (Å):
1 Tl -1.31813 0.12864 -0.20253
2 C -0.57791 7.15297 -0.54046
3 C 0.68896 6.88064 0.26198
4 C 0.75442 7.79830 1.47379
5 C 1.95520 7.45861 2.34154
6 C 1.88146 6.01457 2.75322
7 C 2.35803 5.58919 3.98065
8 C 2.29212 4.25291 4.32921
9 F 2.77105 3.87384 5.54776
10 C 1.76657 3.31824 3.47715
11 C 1.29182 3.72949 2.23571
12 C 0.73710 2.71578 1.30443
13 O 0.32981 1.63764 1.71157
14 C 0.69686 3.08162 -0.11950
15 C 0.58918 4.53359 -0.39848
16 N 0.73837 5.48444 0.67061
17 C 1.31560 5.08377 1.86202
18 C 0.64142 1.93179 -2.31545
19 O 0.64497 2.69476 -3.28193
20 O -0.17872 0.96537 -2.14412
21 H -0.60569 8.20315 -0.83920
22 H -1.45845 6.93685 0.06888
23 H -0.63038 6.53902 -1.43800
24 H 1.55750 7.09696 -0.38241
25 H -0.16546 7.67992 2.05595
26 H 0.79432 8.83308 1.12635
27 H 1.99914 8.09894 3.22531
28 H 2.87411 7.63664 1.77169
29 H 2.79146 6.30042 4.67436
30 H 1.72349 2.26895 3.73667
31 H 1.07193 4.84277 -1.32244
32 C 1.60265 -1.00295 2.44675
33 C 2.47811 -1.92796 1.65746
34 C 3.17306 -2.93395 2.32429
35 C 3.95447 -3.85742 1.64636
36 C 4.04094 -3.78139 0.26571
37 C 3.36115 -2.77805 -0.41323
38 C 2.58424 -1.82729 0.25466
39 P 1.51735 -0.64183 -0.68365
40 C 1.80753 -1.20001 -2.41151
41 C 0.75297 -1.90434 -2.98935
42 C 0.81914 -2.37556 -4.29067
43 C 1.95634 -2.12310 -5.04111
44 C 3.00967 -1.41884 -4.47820
45 C 2.96547 -0.94914 -3.16567
46 C 4.16105 -0.21265 -2.62255
47 C 2.22972 0.98433 -0.48151
48 C 3.31697 1.19455 0.35127
49 C 4.02682 2.39379 0.37230
50 C 3.82552 3.25097 -0.74565
51 C 2.76316 3.08155 -1.57150
52 C 1.61920 2.20904 -1.13848
53 C -0.64041 3.68411 -0.54244
54 H 1.54438 -1.31996 3.48831
55 H 0.58978 -0.98184 2.03529
56 H 1.95627 0.02637 2.40451
57 H 3.07717 -2.99977 3.40224
58 H 4.47663 -4.63421 2.19209
59 H 4.63452 -4.49708 -0.29084
60 H 3.43145 -2.74364 -1.49183
61 H -0.14587 -2.07410 -2.40471
62 H -0.01612 -2.91822 -4.71516
63 H 2.02430 -2.47009 -6.06567
64 H 3.89945 -1.22378 -5.06772
65 H 5.00919 -0.33614 -3.29954
66 H 4.44973 -0.57382 -1.63500
67 H 3.94884 0.85259 -2.50256
68 H 3.68765 0.37091 0.95708
69 H 4.87126 2.52533 1.03700
70 H 4.58714 3.98500 -0.99904
71 H 2.65994 3.60736 -2.51062
72 H -0.99604 3.47255 -1.54416
73 H -1.40170 3.77794 0.22502
74 C -10.23206 -6.95709 1.70011
75 C -9.62033 -6.56513 0.37942
76 C -10.41653 -6.38287 -0.75077
77 C -9.73283 -6.01084 -1.89811
78 N -8.42865 -5.82790 -1.95702
79 C -7.71103 -6.01351 -0.80957
80 S -6.01917 -5.79824 -0.83727
81 N -8.31292 -6.39408 0.36035
82 H -10.95332 -7.76828 1.57713
83 H -10.76125 -6.10857 2.14140
84 H -9.44477 -7.26726 2.38398
85 H -11.48933 -6.52542 -0.73592
86 H -10.27684 -5.85213 -2.82904
87 N 0.68319 -5.41028 1.15964
88 C -0.48299 -4.89897 0.62298
89 C -0.57267 -3.54243 0.28259
90 N -1.68636 -3.01335 -0.18583
91 C -2.74041 -3.82851 -0.31540
92 C -2.64475 -5.17069 0.01030
93 N -1.51712 -5.71626 0.47572
94 H 1.52644 -4.88026 0.99242
95 H 0.77974 -6.40686 1.05436
96 H 0.28645 -2.89342 0.39691
97 H -3.66923 -3.42232 -0.69293
98 H -3.50653 -5.81749 -0.10771

Results
HOMO-LUMO gap (hartree): 0.18818
Relative energy (zero: lowest compared OMol25 entry of this formula, charge and spin) (kcal/mol): 40.8
Charge: -2


No. 2
Below is a structure of composition C44H42N5O3P2PtSe2, with properties calculated with ωB97M-V/def2-TZVPD.

Cartesian coordinates (Å):
1 Pt -1.00172 0.04773 0.29748
2 N -0.84726 0.41347 2.35710
3 N -0.45483 1.77242 2.44373
4 C 0.36702 2.29926 1.43862
5 O 1.03481 3.28033 1.64245
6 O 0.36438 1.60053 0.31265
7 H -1.80950 0.31941 2.66992
8 H -0.25953 -0.19373 2.92478
9 H -0.28685 2.14528 3.36685
10 Se -2.76810 -5.91215 -1.66786
11 P -4.17099 -4.76471 -0.60021
12 C -5.56842 -4.15304 -1.57101
13 C -6.41803 -3.18021 -1.04616
14 C -7.50820 -2.73746 -1.77775
15 C -7.76654 -3.28618 -3.02798
16 C -6.93004 -4.26400 -3.54671
17 C -5.82499 -4.69343 -2.82555
18 C -4.86736 -5.62891 0.82818
19 C -3.98221 -6.24247 1.71478
20 C -4.47089 -6.92696 2.81302
21 C -5.84058 -7.01747 3.02731
22 C -6.72302 -6.42711 2.13726
23 C -6.23947 -5.73117 1.03706
24 C -3.39723 -3.27210 0.10291
25 C -3.03325 -2.03939 -0.42352
26 N -2.20374 -1.49156 0.50085
27 N -2.05431 -2.32468 1.51635
28 N -2.77163 -3.39255 1.29568
29 P -3.45888 -0.97325 -1.76352
30 Se -1.74405 0.38657 -2.00170
31 C -4.90340 -0.01259 -1.29423
32 C -5.35561 0.99727 -2.14477
33 C -6.43762 1.77714 -1.77579
34 C -7.05456 1.57242 -0.54777
35 C -6.58134 0.59683 0.31635
36 C -5.50334 -0.19527 -0.05233
37 C -3.72899 -1.89537 -3.26754
38 C -4.77779 -1.61100 -4.13996
39 C -4.85063 -2.27921 -5.35180
40 C -3.89690 -3.23204 -5.68062
41 C -2.86719 -3.52994 -4.79872
42 C -2.77000 -2.85320 -3.59591
43 H -6.23517 -2.78089 -0.05596
44 H -8.16038 -1.97613 -1.36858
45 H -8.62502 -2.95173 -3.59648
46 H -7.13374 -4.69045 -4.52031
47 H -5.15342 -5.44432 -3.22381
48 H -2.91738 -6.18722 1.53487
49 H -3.78150 -7.39973 3.49987
50 H -6.21907 -7.55905 3.88446
51 H -7.79067 -6.51339 2.28995
52 H -6.93871 -5.29124 0.33954
53 H -4.85193 1.19038 -3.08436
54 H -6.79143 2.55414 -2.43981
55 H -7.89646 2.18753 -0.25878
56 H -7.04904 0.45148 1.28114
57 H -5.12973 -0.95143 0.62675
58 H -5.54520 -0.89907 -3.87149
59 H -5.66303 -2.06474 -6.03340
60 H -3.96377 -3.75510 -6.62576
61 H -2.14270 -4.29611 -5.03901
62 H -1.96773 -3.08862 -2.90683
63 C 5.56208 -0.53760 -3.77334
64 C 4.70843 -1.06887 -2.65739
65 C 5.22130 -1.23609 -1.37734
66 C 4.44007 -1.72986 -0.34036
67 C 5.08340 -1.92002 1.01278
68 C 3.08814 -2.03011 -0.59081
69 C 2.24195 -2.45225 0.54245
70 O 1.03139 -2.40100 0.57113
71 C 2.55305 -1.89448 -1.88950
72 C 1.14347 -2.28900 -2.23212
73 C 3.38024 -1.41808 -2.89401
74 H 6.59950 -0.42488 -3.46387
75 H 5.19793 0.43557 -4.10769
76 H 5.53158 -1.20606 -4.63430
77 H 6.26095 -0.99604 -1.18625
78 H 6.13108 -1.62896 0.96806
79 H 5.04403 -2.96149 1.33431
80 H 4.60839 -1.31861 1.79143
81 H 2.78781 -2.76037 1.45144
82 H 0.93406 -3.31324 -1.91840
83 H 0.98733 -2.20785 -3.30720
84 H 0.41357 -1.65879 -1.72702
85 H 2.98203 -1.32577 -3.89852
86 C 2.28342 0.64871 0.30552
87 C 3.23676 1.39753 0.99845
88 C 4.05365 2.31686 0.30924
89 C 4.98923 3.05254 0.99970
90 C 5.11527 2.87611 2.37629
91 C 4.31565 1.97426 3.07724
92 C 3.37314 1.24227 2.39348
93 H 1.68570 -0.05504 0.86094
94 H 2.18438 0.69368 -0.76828
95 H 3.92499 2.43645 -0.75888
96 H 5.61734 3.76595 0.48553
97 H 5.85201 3.45648 2.91704
98 H 4.43601 1.85974 4.14518
99 H 2.73513 0.53624 2.91275

Results
HOMO-LUMO gap (hartree): 0.20006
Relative energy (zero: lowest compared OMol25 entry of this formula, charge and spin) (kcal/mol): 36.8
Charge: +1


| no. | molar mass (g/mol) | highest occupied orbital energy (eV) |
| --- | --- | --- |
| 1 | 988.3 | -1.481 |
| 2 | 1103.8 | -9.693 |